1.
ORCA calculation (ωB97M-V/def2-TZVPD) on a single C18H24N4O4S molecule.

The geometry in XYZ format:
```
51
Properties=species:S:1:pos:R:3:forces:R:3:nbo_charge:R:1
H 0.539 -1.144 -2.623 0.008 0.096 -0.167 0.215
H -2.844 2.213 -1.874 -0.047 -0.053 -0.041 0.240
O -0.549 3.955 -0.823 -0.122 0.405 0.067 -0.643
H -0.945 3.193 3.088 -0.017 0.071 0.049 0.201
H -3.020 -0.433 -1.666 -0.006 0.150 0.016 0.208
O -1.900 -2.871 -1.623 0.153 -0.015 -0.171 -0.937
C -1.639 1.206 2.667 0.084 0.197 0.276 -0.404
H -0.943 -0.632 -3.434 0.053 -0.035 0.048 0.192
N 3.823 -1.657 0.093 0.571 -1.044 -0.026 -0.051
O 3.153 -0.517 0.107 0.100 0.291 0.058 -0.081
H -0.182 -4.638 -1.083 -0.071 -0.116 -0.054 0.253
H 0.401 -0.314 1.749 0.021 -0.049 0.066 0.195
C -0.429 2.748 -0.937 -0.025 -0.194 -0.645 0.683
C -1.133 2.571 2.210 0.000 -0.093 -0.217 -0.405
N -0.064 1.945 0.072 0.084 -0.254 0.441 -0.663
C 0.169 2.477 1.402 0.086 0.509 0.277 -0.051
C -0.262 -0.402 -2.605 0.483 -0.022 -0.613 -0.231
H -0.746 2.888 -3.005 0.034 -0.080 0.208 0.242
H -2.417 0.510 -0.293 -0.075 0.050 -0.125 0.227
H 1.541 2.221 3.020 0.035 0.036 0.024 0.206
S -1.144 -2.039 -0.730 0.235 -0.023 0.012 2.333
H -0.015 0.946 -0.067 0.082 0.024 -0.134 0.438
O -1.607 -1.905 0.617 -0.024 0.208 0.177 -0.926
C -0.565 0.487 3.475 -0.084 -0.211 -0.242 -0.399
C 3.075 -3.995 -0.353 -0.084 -0.512 -0.088 -0.171
C -2.212 0.231 -1.328 -0.838 0.158 0.353 -0.244
H -1.885 3.075 1.600 0.014 0.106 0.016 0.217
H 0.543 3.497 1.247 -0.042 -0.224 0.052 0.229
H -1.898 0.582 1.809 -0.079 -0.038 -0.051 0.198
H -0.313 1.072 4.363 -0.006 0.007 0.094 0.190
C 0.688 -4.053 -0.827 -0.541 0.598 -0.107 -0.129
C 0.306 1.015 -2.721 -0.066 -0.199 0.006 -0.413
H 2.087 1.508 1.500 0.059 0.091 0.034 0.214
H 1.451 -0.227 3.167 0.022 -0.089 -0.087 0.205
H 1.997 -5.759 -0.819 0.030 -0.079 -0.004 0.232
C 1.218 1.652 2.145 -0.080 -0.128 -0.189 -0.409
H -2.540 1.336 3.270 -0.067 -0.045 -0.078 0.209
C 0.525 -2.710 -0.665 -0.938 -0.087 -0.292 -0.355
C -0.729 2.068 -2.280 -0.082 0.289 0.000 -0.300
N 1.856 -0.658 -0.153 -0.946 -0.294 -0.330 -0.103
H 4.036 -4.463 -0.226 0.081 -0.138 -0.016 0.240
H 0.604 1.191 -3.755 0.018 0.000 0.012 0.221
H -2.434 1.193 -3.249 -0.033 0.021 0.019 0.210
N -0.943 -0.496 -1.333 0.285 -1.044 0.476 -0.695
C 2.945 -2.601 -0.188 -0.910 1.297 0.012 0.048
H 1.195 1.094 -2.095 0.034 -0.034 -0.071 0.229
C 1.948 -4.691 -0.676 0.709 0.057 0.208 -0.201
C 1.661 -1.949 -0.343 1.672 0.356 0.388 0.130
C -2.139 1.463 -2.234 0.189 -0.056 -0.004 -0.407
H -0.937 -0.486 3.800 0.009 -0.008 0.107 0.210
C 0.675 0.302 2.609 0.031 0.147 0.251 -0.398
```
Positions in Å, forces in eV/Å.

Computed properties:
- DFT total energy (a.u.) = -1618.41088
- gap between HOMO and LUMO (eV) = 7.69
- structure (SMILES) = O=C(NC1CCCCC1)C1CCN(S(=O)(=O)c2cccc3nonc23)CC1
- relative energy (zero: lowest compared OMol25 entry of this formula, charge and spin) (kcal per mole) = 112.6
- highest occupied orbital energy (eV) = -9.1
- largest force on an atom (hartree/bohr) = 0.0341

2.
ORCA calculation (ωB97M-V/def2-TZVPD) on 4 unconnected molecules or ions with the total composition C18H24N4O6.

The geometry in XYZ format:
```
52
Properties=species:S:1:pos:R:3:forces:R:3:nbo_charge:R:1
O -21.128 11.171 27.084 -0.501 0.605 -0.329 -0.359
C -18.316 21.665 19.947 -2.141 1.440 -0.938 0.516
H -29.177 22.776 19.269 -3.632 0.995 0.511 0.198
C -23.487 19.322 19.336 3.252 1.145 1.329 -0.136
H -21.658 17.236 28.585 0.579 -2.700 -0.687 0.237
H -27.814 21.780 20.040 -1.357 1.845 -1.175 0.190
C -22.354 15.853 26.971 2.303 -1.233 1.542 -0.198
H -22.795 14.501 25.354 0.009 -0.148 -0.793 0.246
H -23.890 19.860 18.398 0.458 -1.485 1.526 0.248
C -23.752 17.718 21.266 3.200 1.748 3.033 -0.154
H -18.727 23.629 21.948 0.662 1.533 0.346 0.204
H -29.969 21.825 17.586 -2.444 0.911 1.411 0.188
C -17.664 21.044 22.102 1.691 -0.651 0.466 -0.397
C -24.162 18.195 20.016 1.800 2.469 -0.448 -0.269
C -26.789 21.100 17.784 -3.102 0.556 1.043 0.525
C -29.155 21.621 17.014 2.156 -5.325 6.973 -0.361
H -20.522 15.103 29.866 -0.729 -0.252 -0.599 0.225
H -29.344 20.729 16.525 0.220 -2.452 -0.430 0.204
C -19.318 22.760 21.968 1.818 -0.982 -2.349 -0.416
H -22.813 16.736 26.633 -0.744 0.543 -1.234 0.226
H -27.476 23.359 19.167 -1.435 -0.813 0.024 0.198
C -22.559 18.355 22.042 -1.718 0.983 -7.025 0.006
H -21.044 12.671 28.943 -0.042 -0.159 0.232 0.243
C -22.153 19.945 19.859 -2.864 -2.572 3.076 -0.243
C -28.227 22.495 19.172 7.250 -3.067 0.626 -0.395
O -26.385 20.878 16.713 2.690 -1.491 -3.897 -0.581
C -21.726 13.449 27.000 -0.838 1.728 2.512 0.033
C -21.111 14.967 28.938 -1.835 -0.989 -1.901 -0.206
H -17.420 21.046 19.625 -1.034 0.531 -0.009 0.130
N -27.988 21.654 17.961 -3.719 1.676 1.077 -0.440
H -26.480 20.729 18.712 1.940 -0.394 1.867 0.097
H -20.122 22.942 21.337 -1.920 0.282 -0.615 0.237
O -21.545 12.052 25.125 -0.153 0.067 2.438 -0.384
H -17.293 21.762 22.768 1.441 0.773 1.414 0.183
H -28.987 22.197 16.339 1.470 7.540 -7.967 0.179
N -18.472 21.770 21.249 -0.062 0.118 0.451 -0.401
C -22.291 14.624 26.279 0.816 -1.112 3.056 -0.192
C -21.781 19.449 21.262 -1.349 -0.608 1.479 -0.154
H -16.834 20.466 21.649 -0.765 0.299 0.125 0.211
O -19.158 22.258 19.259 1.280 -0.721 -1.233 -0.667
H -25.015 17.851 19.456 -0.301 -0.427 0.405 0.237
N -21.486 12.095 26.378 0.127 0.775 -2.089 0.510
C -21.613 16.121 28.193 -0.747 -1.758 0.736 -0.205
O -21.368 18.598 24.026 -2.230 -2.244 -3.061 -0.452
H -18.336 20.485 22.665 -0.598 -1.969 1.312 0.195
O -22.638 16.844 23.874 -0.515 -0.090 -1.840 -0.336
H -21.042 19.934 22.042 -1.020 -0.787 -2.383 0.256
H -21.582 20.825 19.379 -1.094 -1.699 0.815 0.280
H -19.510 22.490 22.964 -0.501 -0.750 1.065 0.209
H -24.200 17.022 22.001 -0.414 -0.059 -1.450 0.248
C -21.431 13.531 28.433 1.792 4.633 -2.877 -0.180
N -22.183 17.815 23.310 2.850 3.743 4.440 0.467
```
Positions in Å, forces in eV/Å.

Computed properties:
- DFT total energy (a.u.) = -1370.23930
- gap between HOMO and LUMO (eV) = 7.74
- structure (SMILES) = O=[N+]([O-])c1ccccc1.O=[N+]([O-])c1ccccc1.CN(C)C=O.CN(C)C=O
- relative energy (zero: lowest compared OMol25 entry of this formula, charge and spin) (kcal per mole) = 330.4
- highest occupied orbital energy (eV) = -9.3
- largest force on an atom (hartree/bohr) = 0.2152

3.
ORCA calculation (ωB97M-V/def2-TZVPD) on a gas-phase ion, C18H24N5O4 (charge +1).

The geometry in XYZ format:
```
51
Properties=species:S:1:pos:R:3:forces:R:3:nbo_charge:R:1
C -1.889 -2.342 2.014 0.699 -1.071 -0.280 -0.700
H -1.483 1.041 -1.585 0.674 -0.352 -0.053 0.248
C 0.353 3.358 4.283 0.984 -0.550 -0.928 -0.245
C -0.525 2.960 5.276 0.302 -1.341 0.221 0.306
H 4.263 2.601 -3.411 -0.090 0.249 -0.116 0.212
H -1.332 1.321 6.416 -0.384 -0.259 0.455 0.216
H 2.973 0.437 3.224 -0.097 0.157 -0.363 0.253
H 0.426 4.431 4.065 -0.010 -0.538 0.013 0.233
C 1.636 0.496 0.719 0.493 1.589 0.309 0.695
N -1.572 -2.616 -3.241 0.733 1.609 -0.437 -0.463
N 0.813 0.322 -0.321 0.062 -0.277 -0.839 -0.620
C 1.967 1.221 -2.426 1.228 -1.628 -0.359 0.663
H 5.137 2.198 -1.936 -0.203 -0.174 0.022 0.223
H -1.678 3.679 6.651 -0.057 -0.197 0.042 0.487
H -1.793 -2.464 3.085 -0.211 -0.244 0.161 0.230
C -1.745 -1.471 -2.441 -0.110 -0.494 -0.328 -0.038
H 2.060 -1.356 1.745 0.016 0.101 -0.472 0.239
N 0.067 -0.926 2.140 1.057 1.087 0.706 -0.608
H 2.096 -0.849 3.917 -0.282 -0.081 0.071 0.224
H -0.316 -0.606 3.014 -0.190 0.001 0.118 0.419
O 1.941 0.658 -3.527 -0.454 0.309 -0.481 -0.706
H 0.819 -0.757 -4.139 0.138 0.434 -0.237 0.497
N 3.105 1.703 -1.913 -0.967 0.536 0.876 -0.586
H -2.461 -1.353 -1.620 0.333 -0.457 -0.653 0.259
H -2.062 -3.300 1.464 -0.148 0.811 0.772 0.248
H 1.903 2.735 2.871 -0.501 -0.348 0.463 0.241
C -0.833 -0.557 -2.860 0.628 0.141 1.454 0.149
C 0.122 0.634 4.969 0.432 1.514 0.001 -0.219
C -0.643 1.592 5.650 0.669 0.939 -1.408 -0.279
H 0.026 -0.401 5.256 0.132 -0.225 0.031 0.213
O -0.305 -2.130 0.302 0.541 -0.442 -1.509 -0.689
H 0.588 2.192 -1.102 0.022 -0.104 -0.450 0.239
C 1.073 1.046 4.002 -0.380 0.209 -0.396 -0.084
C 1.959 0.042 3.303 0.325 0.149 0.006 -0.425
H 4.659 0.929 -3.126 -0.072 0.277 0.395 0.214
O 2.460 1.424 0.722 -0.368 -0.827 0.609 -0.670
N -0.059 -1.166 -3.825 -1.282 -1.166 -0.725 -0.465
C 4.359 1.864 -2.623 0.047 -0.652 -0.591 -0.419
H 0.245 -0.512 -0.288 -0.100 -0.440 -0.249 0.433
C -0.632 -1.793 1.425 -0.301 -0.324 0.235 0.691
H -0.252 -3.065 -4.911 0.015 0.273 0.386 0.256
C 1.167 2.402 3.623 -0.698 0.397 1.046 -0.188
H -2.647 -1.630 1.805 -1.046 0.474 -0.142 0.235
C 0.726 1.187 -1.537 -1.037 0.124 1.958 -0.116
H 3.053 1.905 -0.908 0.128 0.114 -0.340 0.447
H -0.746 1.541 -3.035 0.036 0.573 -0.753 0.253
C 1.463 -0.457 1.929 -0.551 -0.681 -0.043 -0.122
H -2.038 -3.496 -3.150 -0.369 -0.203 -0.028 0.451
C -0.585 -2.379 -4.137 0.276 0.807 1.672 0.253
C -0.621 0.829 -2.250 0.348 -0.292 -0.164 -0.430
O -1.213 3.957 5.858 -0.410 0.493 0.320 -0.657
```
Positions in Å, forces in eV/Å.

Computed properties:
- DFT total energy (a.u.) = -1274.91264
- gap between HOMO and LUMO (eV) = 8.02
- net charge = +1
- structure (SMILES) = CNC(=O)[C@@H](Cc1c[nH]c[nH+]1)NC(=O)[C@@H](Cc1ccc(O)cc1)NC(C)=O
- relative energy (zero: lowest compared OMol25 entry of this formula, charge and spin) (kcal per mole) = 3.4
- highest occupied orbital energy (eV) = -10.6
- largest force on an atom (hartree/bohr) = 0.0432